Record 1
# C6H8NO

The ion C6H8NO with charge +1 in a non-equilibrium geometry (ωB97M-V/def2-TZVPD, OMol25).

Structure (XYZ):
```
16
Properties=species:S:1:pos:R:3:lowdin_charge:R:1
O -1.79 2.00 -0.35 0.22
N -1.11 1.07 -0.09 0.05
C 1.94 1.62 0.73 0.27
C 0.19 -0.86 -0.38 0.04
C -1.00 -0.21 -0.06 -0.28
C -2.19 -0.92 0.54 0.02
C 1.33 -0.18 -0.95 -0.11
C 2.20 0.51 0.24 -0.10
H 3.02 -0.15 0.49 0.13
H -2.16 -1.98 0.28 0.09
H 0.26 -1.91 -0.16 0.14
H -3.12 -0.51 0.15 0.10
H 1.56 2.58 1.00 0.08
H -2.20 -0.83 1.62 0.10
H 1.08 0.64 -1.62 0.13
H 2.01 -0.87 -1.44 0.13
```

Values from the calculation:
Kohn-Sham gap (spin up / spin down) ... 6.1 / 7.5 eV
Energy above the lowest of the compared OMol25 structures with the same formula, charge and spin ... 532.21 kJ/mol
Net charge ... +1

Record 2
# C6H8NO2P

An isolated molecule of C6H8NO2P in a non-equilibrium geometry (ωB97M-V/def2-TZVPD, OMol25).

Structure (XYZ):
```
18
Properties=species:S:1:pos:R:3:lowdin_charge:R:1
P -0.56 -1.21 -0.22 0.72
O -1.07 -2.41 0.42 -0.28
O 1.30 -0.95 -0.38 -0.13
N -0.81 0.28 0.54 -0.24
C 2.76 0.92 0.02 -0.06
C 0.36 0.95 0.56 -0.13
C -1.84 0.43 1.51 -0.10
C 3.90 1.27 -0.03 0.11
C 1.42 0.37 0.06 -0.37
C -1.02 -1.15 -1.99 -0.13
H 0.36 1.90 0.91 0.11
H -2.27 1.34 1.16 0.07
H -2.00 -0.96 -2.05 -0.01
H 4.82 1.59 0.42 0.03
H -2.62 -0.41 1.56 0.12
H -0.31 -0.46 -2.68 0.13
H -0.80 -2.15 -2.36 0.05
H -1.61 0.64 2.55 0.09
```

Values from the calculation:
SMILES ... C#CC1=CN(C)[P@](C)(=O)O1
Kohn-Sham gap ... 8.9 eV
Energy above the lowest of the compared OMol25 structures with the same formula, charge and spin ... 246.91 kJ/mol